*w*
19
Properties=species:S:1:pos:R:3 method="wB97M-V/def2-TZVPD" orbital_gap_ev=9.476 spin_multiplicity=1
C -1.306 -1.347 0.724
C 0.263 -0.228 -0.724
C 1.569 -0.672 -0.025
C -0.172 1.108 -0.157
H -1.983 -2.460 0.853
H -1.674 -0.153 1.043
H -0.321 -1.512 1.358
H -0.929 -1.863 -1.201
H 0.339 0.226 -1.918
H 2.001 -1.734 -0.263
H 1.404 -0.667 1.050
H 3.387 1.194 0.305
H -2.391 0.760 -0.508
H -1.940 2.225 -0.084
H 0.268 2.818 0.438
N -0.988 -1.038 -0.709
N -1.540 1.473 -0.465
N 0.732 1.887 0.472
S 3.279 -0.018 -0.190

---

*x*
19
Properties=species:S:1:pos:R:3 method="wB97M-V/def2-TZVPD" orbital_gap_ev=9.893 spin_multiplicity=1
C -0.977 -0.546 -1.002
C -1.076 -1.428 -0.053
C -0.441 -0.964 -2.351
C 0.856 2.678 2.160
N 2.189 -0.010 -0.332
N 2.285 -1.056 2.062
N 0.723 2.445 0.921
S 1.516 -0.215 1.002
H -1.539 0.473 -1.089
H -0.577 -2.375 -0.244
H -1.293 -1.103 -3.034
H 0.061 0.001 -2.707
H 0.264 -1.751 -2.357
H 1.293 3.512 2.690
H 0.345 2.098 2.998
H -1.400 -1.150 0.924
H 1.573 0.248 -1.036
H 3.250 -1.398 1.943
H 1.238 3.180 0.323

---

Relative stability in eV, measured from the most stable structure: *w* 0.000; *x* 0.184

---

*w*
17
Properties=species:S:1:pos:R:3 method="wB97M-V/def2-TZVPD" total_charge=+1 orbital_gap_ev=12.467 spin_multiplicity=1
C -1.114 -1.096 0.293
N -0.274 0.093 0.600
H -2.209 -0.701 0.420
H -0.859 -1.514 -0.651
H -1.015 -1.850 1.207
H -0.563 0.490 1.473
H -0.338 0.739 -0.211
H 0.701 -0.202 0.646
H 3.547 -0.885 -1.786
H 2.593 -0.572 -2.875
O 2.668 -0.588 -1.931
H 1.397 0.881 -1.700
H 0.866 1.903 -2.577
O 0.646 1.490 -1.729
H -1.613 0.653 3.625
H -2.693 0.529 2.550
O -1.741 0.631 2.646

---

*x*
17
Properties=species:S:1:pos:R:3 method="wB97M-V/def2-TZVPD" total_charge=+1 orbital_gap_ev=10.658 spin_multiplicity=1
C -1.234 0.206 -0.917
N -0.004 0.586 -0.108
H -1.344 0.816 -1.814
H -1.129 -0.799 -1.330
H -2.031 0.424 -0.214
H 0.799 0.331 -0.697
H 0.043 0.116 0.794
H 0.063 1.581 0.106
H 2.998 1.797 0.030
H 2.652 1.659 1.478
O 2.224 1.687 0.618
H -2.291 -3.832 3.604
H -3.009 -2.639 3.106
O -2.155 -2.862 3.487
H 1.425 -0.439 -2.501
H 1.211 0.915 -3.147
O 1.782 0.452 -2.495

---

Relative stability in eV, measured from the most stable structure: *w* 0.000; *x* 0.380

---

*w*
11
Properties=species:S:1:pos:R:3 method="wB97M-V/def2-TZVPD" orbital_gap_ev=9.291 spin_multiplicity=1
C 0.783 1.140 0.321
C -0.544 -1.808 -0.226
H 0.290 1.554 2.411
H -0.954 0.237 1.925
H 0.713 0.889 -1.797
H -1.495 -2.500 -0.420
N 0.023 0.971 1.546
N 0.168 0.729 -0.849
O 1.857 1.652 0.241
O 0.277 -1.952 0.839
S -1.150 -0.355 -1.013

---

*x*
11
Properties=species:S:1:pos:R:3 method="wB97M-V/def2-TZVPD" orbital_gap_ev=9.656 spin_multiplicity=1
C -0.406 0.332 -0.169
C 1.737 0.239 0.228
H -3.545 0.540 -0.253
H -0.503 -1.562 -0.917
H 1.805 0.131 1.423
H 2.776 0.724 -0.188
N -1.491 0.989 -0.041
N 0.012 -1.016 -0.025
O 1.534 -1.105 -0.060
O 0.776 1.090 -0.122
S -2.697 -0.362 0.124

---

Relative stability in eV, measured from the most stable structure: *w* 0.000; *x* 1.868

---

*w*
15
Properties=species:S:1:pos:R:3 method="wB97M-V/def2-TZVPD" orbital_gap_ev="5.961 / 10.613" s_squared=0.7532 spin_multiplicity=2
C 1.402 0.450 -1.829
C 0.072 -0.048 -1.364
N -1.022 -0.121 -2.293
O -0.095 -0.407 -0.218
H 1.346 0.818 -2.849
H 2.111 -0.378 -1.776
H 1.749 1.226 -1.148
H -1.442 -1.041 -2.169
H -1.739 0.484 -1.888
C -0.732 0.065 3.171
N 0.322 -0.057 2.300
H -1.741 -0.009 2.799
H -0.540 0.355 4.191
H 1.205 0.288 2.629
H 0.186 -0.227 1.295

---

*x*
15
Properties=species:S:1:pos:R:3 method="wB97M-V/def2-TZVPD" orbital_gap_ev="8.529 / 5.715" s_squared=0.7538 spin_multiplicity=2
C -1.671 -0.357 0.279
C -0.632 -1.114 0.625
N -0.706 -2.065 1.692
N -1.620 0.707 -0.613
H -2.591 -0.479 0.817
H 0.326 -0.956 0.134
H -0.348 -1.727 2.571
H -0.227 -2.913 1.453
H -2.447 0.815 -1.168
H -0.736 0.797 -1.127
C 2.155 1.471 -0.889
O 1.123 0.803 -1.468
H 2.857 0.806 -0.393
H 2.714 1.965 -1.699
H 1.804 2.250 -0.214

---

Relative stability in eV, measured from the most stable structure: *w* 0.000; *x* 1.071

---

*w*
21
Properties=species:S:1:pos:R:3 method="wB97M-V/def2-TZVPD" smiles="CN=C(C)C.N#CNN" orbital_gap_ev=7.922 spin_multiplicity=1
C -0.514 -0.675 0.390
C 0.615 -0.777 -1.748
C 0.639 -1.404 1.062
C -1.873 -0.984 1.006
N -0.559 -0.514 -0.941
N -0.078 1.985 -0.345
N 1.009 2.682 -0.842
C -0.172 1.488 1.017
N -0.141 1.771 2.152
H -0.911 1.925 -0.940
H 1.833 2.640 -0.245
H 1.242 2.348 -1.777
H 0.664 -1.842 -2.002
H 0.531 -0.222 -2.686
H 1.561 -0.501 -1.272
H 0.489 -1.401 2.143
H -1.836 -0.830 2.087
H 1.583 -0.895 0.859
H 0.708 -2.436 0.708
H -2.153 -2.020 0.802
H -2.638 -0.336 0.573

---

*x*
21
Properties=species:S:1:pos:R:3 method="wB97M-V/def2-TZVPD" orbital_gap_ev="6.249 / 6.250" spin_multiplicity=1
C -0.453 -0.063 -0.476
C -1.312 -1.197 1.804
N -0.256 0.960 0.464
C 1.907 -0.043 -1.339
C -1.592 -0.086 0.840
N 0.869 0.682 1.157
N 2.335 1.054 -2.045
C -2.793 0.481 0.632
N 2.228 -1.255 -1.519
H 1.578 0.367 0.404
H 1.122 1.474 1.739
H 2.771 0.938 -2.956
H 1.871 1.934 -1.896
H 2.926 -1.417 -2.262
H -0.960 0.201 -1.390
H 0.053 -1.017 -0.403
H -0.260 -1.186 2.097
H -1.528 -2.165 1.352
H -1.921 -1.084 2.702
H -2.912 1.318 -0.042
H -3.674 0.104 1.137

---

Relative stability in eV, measured from the most stable structure: *w* 0.000; *x* 2.099

---

*w*
15
Properties=species:S:1:pos:R:3 method="wB97M-V/def2-TZVPD" total_charge=+1 orbital_gap_ev="9.655 / 5.046" s_squared=0.7557 spin_multiplicity=2
C 1.259 -0.442 0.301
C 0.315 -0.458 -0.917
C -1.091 -0.428 -0.489
N -1.990 -1.013 -1.412
O -1.247 -0.005 0.682
H 0.992 -1.177 1.031
H 2.219 -0.815 -0.258
H 1.300 0.499 0.870
H 0.480 -1.576 -1.378
H 0.670 0.421 -1.548
H -1.795 -1.081 -2.417
H -2.953 -1.043 -1.030
H -0.032 2.357 1.608
H 1.092 2.113 2.859
O 0.782 2.649 2.097

---

*x*
15
Properties=species:S:1:pos:R:3 method="wB97M-V/def2-TZVPD" total_charge=+1 orbital_gap_ev="10.228 / 5.117" s_squared=0.7715 spin_multiplicity=2
C -0.646 -0.385 0.882
N 0.610 -0.378 0.466
C 0.817 0.126 -0.850
C 1.580 -0.988 1.262
O -1.622 0.230 0.506
H -0.810 -1.079 1.841
H -0.046 0.721 -1.233
H 0.998 -0.815 -1.531
H 1.649 0.825 -1.089
H 1.516 -0.491 2.276
H 2.660 -1.053 0.851
H 1.431 -2.120 1.560
H -3.316 2.171 -1.976
H -2.362 1.522 -1.026
O -2.459 1.715 -1.939

---

*y*
15
Properties=species:S:1:pos:R:3 method="wB97M-V/def2-TZVPD" total_charge=+1 orbital_gap_ev="11.969 / 4.639" s_squared=0.7609 spin_multiplicity=2
C 0.152 -1.093 1.191
C 0.350 0.187 0.384
C 0.113 -0.253 -1.033
O 0.813 -0.001 -1.974
N 0.200 -0.716 2.687
H 1.097 -1.639 0.956
H -0.583 -1.811 0.941
H 1.404 0.491 0.410
H -0.233 1.046 0.756
H -0.655 -1.027 -1.084
H 1.062 -0.861 3.200
H -0.665 -0.938 3.192
H -0.750 2.311 -1.838
H -2.018 1.852 -0.837
O -1.281 1.569 -1.496

---

Relative stability in eV, measured from the most stable structure: *w* 0.105; *x* 0.000; *y* 0.227

---

*w*
23
Properties=species:S:1:pos:R:3 method="wB97M-V/def2-TZVPD" smiles="CC(=O)CNN.C=CC" orbital_gap_ev=8.059 spin_multiplicity=1
C -1.113 -1.054 -0.684
C 0.375 -0.435 1.993
C -0.555 -1.722 -1.898
C -1.680 0.209 -0.735
C 0.941 -0.718 0.610
O 1.542 -1.755 0.387
H -1.379 -1.713 0.134
H 1.095 0.148 2.568
H -0.543 0.148 1.936
H 0.177 -1.373 2.509
H -2.430 0.471 0.002
H 0.331 -2.303 -1.640
H -1.291 -2.409 -2.325
H -0.288 -0.997 -2.668
H -1.875 0.646 -1.710
H -0.534 1.196 -0.432
N 0.656 2.556 0.862
C 1.441 0.601 -0.188
N 0.566 1.717 -0.242
H 0.255 3.461 0.646
H 0.290 2.197 1.739
H 2.362 0.864 0.336
H 1.658 0.262 -1.201

---

*x*
23
Properties=species:S:1:pos:R:3 method="wB97M-V/def2-TZVPD" smiles="C=C(C)OC.C=C(N)N" orbital_gap_ev=8.411 spin_multiplicity=1
C -2.002 0.543 -1.430
C -2.771 -0.367 1.169
C -1.350 -0.505 0.700
C -0.511 -1.350 1.296
O -1.035 0.027 -0.550
H -1.478 1.188 -2.136
H -2.531 -0.268 -1.940
H -2.777 1.173 -0.985
H -2.984 -1.069 1.968
H -2.993 0.652 1.483
H -3.503 -0.605 0.398
H -0.801 -1.893 2.175
H 0.519 -1.451 1.009
C 2.347 0.336 -0.238
N 3.546 0.404 0.494
N 1.615 1.527 -0.180
C 2.134 -0.624 -1.158
H 1.670 1.967 0.730
H 3.966 1.324 0.473
H 4.222 -0.294 0.219
H 0.651 1.382 -0.448
H 1.234 -0.670 -1.741
H 2.832 -1.427 -1.309

---

Relative stability in eV, measured from the most stable structure: *w* 2.014; *x* 0.000

---

*w*
13
Properties=species:S:1:pos:R:3 method="wB97M-V/def2-TZVPD" smiles="O=C(O)CCSS" orbital_gap_ev=9.276 spin_multiplicity=1
C -0.482 -0.771 0.041
C -1.711 -0.027 0.246
O -2.734 -0.818 0.780
O -1.863 1.136 0.009
C 0.799 0.032 0.448
S 2.341 -0.381 -0.512
S 3.196 1.486 -0.992
H -0.432 -1.018 -1.046
H -0.474 -1.825 0.476
H -3.326 0.037 0.905
H 0.691 1.147 0.276
H 1.081 -0.154 1.597
H 2.913 1.155 -2.227

---

*x*
13
Properties=species:S:1:pos:R:3 method="wB97M-V/def2-TZVPD" smiles="O=C(O)CCSS" orbital_gap_ev=9.035 spin_multiplicity=1
C 1.109 0.358 0.275
C 2.530 -0.171 -0.174
O 3.433 0.267 0.805
O 2.557 -1.162 -0.948
C -0.191 -0.093 -0.360
S -1.578 1.031 -0.187
S -2.802 -0.559 0.305
H 0.769 -0.052 1.269
H 1.057 1.474 0.265
H 3.793 -0.512 1.326
H -0.344 -0.974 0.177
H -0.270 -0.375 -1.404
H -3.530 -0.523 -0.816

---

*y*
13
Properties=species:S:1:pos:R:3 method="wB97M-V/def2-TZVPD" orbital_gap_ev=8.299 spin_multiplicity=1
C -0.562 -0.084 -0.366
C 0.718 -0.293 1.760
C -0.651 -0.547 1.022
O 0.535 2.229 -2.896
O 0.851 -0.231 -2.679
S -1.727 0.632 -1.262
S -0.026 0.874 -3.083
H 0.427 -0.313 -0.880
H 1.255 -1.202 1.633
H 0.429 -0.030 2.817
H 1.087 0.633 1.332
H -1.441 -0.119 1.609
H -0.894 -1.548 0.993

---

Relative stability in eV, measured from the most stable structure: *w* 0.000; *x* 1.191; *y* 1.311

---

*w*
90
Properties=species:S:1:pos:R:3 method="wB97M-V/def2-TZVPD" smiles=CC(C)O.CC(C)O.CC(C)O.CC(C)O.CO.CO.CO.CO.CO.CO.CO orbital_gap_ev=9.214 spin_multiplicity=1
C -1.387 2.714 -5.743
C -1.548 1.746 -4.594
C -0.440 1.906 -3.577
O -2.812 1.986 -3.902
H -2.280 2.762 -6.363
H -0.549 2.433 -6.392
H -1.163 3.710 -5.351
H -1.565 0.710 -4.954
H 0.540 1.795 -4.045
H -0.514 1.185 -2.758
H -0.490 2.890 -3.093
H -3.481 1.414 -4.287
C 1.036 -1.759 -3.897
C 2.513 -2.105 -4.069
C 2.758 -3.123 -5.158
O 3.250 -0.932 -4.407
H 0.931 -0.976 -3.140
H 0.458 -2.625 -3.559
H 0.622 -1.400 -4.840
H 2.899 -2.483 -3.107
H 3.671 -2.879 -5.696
H 1.933 -3.136 -5.874
H 2.861 -4.131 -4.751
H 3.234 -0.359 -3.624
C 0.813 3.907 0.875
C -0.623 4.350 1.094
C -1.166 3.919 2.421
O -0.722 5.780 1.048
H 1.147 4.151 -0.144
H 0.898 2.816 0.938
H 1.474 4.377 1.603
H -1.261 3.935 0.304
H -0.557 4.255 3.270
H -1.243 2.831 2.469
H -2.151 4.355 2.606
H -0.126 6.111 0.369
C -2.514 -0.736 6.456
C -3.230 -0.970 5.156
C -2.552 -0.305 3.980
O -3.270 -2.409 5.002
H -1.458 -0.983 6.339
H -2.947 -1.360 7.235
H -2.595 0.311 6.752
H -4.272 -0.626 5.186
H -1.502 -0.583 3.896
H -2.578 0.784 4.155
H -3.107 -0.457 3.055
H -3.739 -2.605 4.185
C 2.915 1.865 -2.008
O 2.808 0.446 -1.928
H 1.918 2.310 -1.889
H 3.571 2.279 -1.241
H 3.288 2.162 -2.989
H 3.128 0.179 -1.051
C 0.230 -0.200 0.019
O -0.594 0.205 1.117
H -0.407 -0.558 -0.797
H 0.771 0.660 -0.383
H 0.893 -1.028 0.273
H -0.022 0.190 1.899
C 0.415 -3.037 2.800
O 0.016 -4.383 3.062
H 1.038 -2.941 1.896
H -0.446 -2.368 2.702
H 0.997 -2.694 3.655
H -0.481 -4.716 2.300
C -0.400 -5.172 -1.023
O -1.177 -5.100 0.172
H 0.635 -5.447 -0.813
H -0.807 -5.899 -1.733
H -0.440 -4.187 -1.477
H -1.177 -5.974 0.574
C -3.351 1.319 -0.652
O -3.325 1.032 0.729
H -2.940 0.496 -1.248
H -4.387 1.483 -0.928
H -2.776 2.222 -0.893
H -2.413 0.798 0.961
C 0.865 1.269 4.489
O 1.010 0.354 3.404
H 1.647 1.166 5.244
H 0.902 2.303 4.120
H -0.098 1.157 4.984
H 1.937 0.117 3.346
C 3.913 -2.027 0.141
O 3.575 -0.707 0.528
H 4.877 -2.332 0.546
H 3.151 -2.734 0.486
H 3.902 -2.052 -0.945
H 3.640 -0.649 1.485

---

*x*
90
Properties=species:S:1:pos:R:3 method="wB97M-V/def2-TZVPD" smiles=CC(C)O.CC(C)O.CC(C)O.CC(C)O.CO.CO.CO.CO.CO.CO.CO orbital_gap_ev=9.792 spin_multiplicity=1
C -2.834 3.487 2.204
C -4.341 3.176 2.414
C -5.122 4.492 2.339
O -4.769 2.226 1.457
H -2.267 2.558 2.306
H -2.446 4.135 2.991
H -2.563 3.851 1.212
H -4.501 2.683 3.373
H -4.859 5.270 3.052
H -6.184 4.252 2.400
H -4.912 4.880 1.339
H -4.895 2.729 0.645
C 0.754 -0.598 -4.142
C 2.248 -0.496 -4.464
C 2.730 0.892 -4.737
O 3.036 -1.002 -3.420
H 0.484 -1.598 -3.807
H 0.187 -0.307 -5.028
H 0.526 0.146 -3.374
H 2.429 -1.154 -5.318
H 2.115 1.446 -5.452
H 3.745 0.886 -5.136
H 2.711 1.564 -3.877
H 2.972 -0.350 -2.703
C -0.278 -1.627 -0.751
C -0.678 -1.273 0.692
C -1.178 0.140 0.863
O -1.694 -2.199 1.074
H 0.135 -2.636 -0.721
H 0.504 -0.964 -1.126
H -1.092 -1.555 -1.472
H 0.192 -1.403 1.341
H -0.563 0.812 0.263
H -1.102 0.464 1.902
H -2.224 0.203 0.561
H -1.300 -3.082 1.138
C 0.498 3.207 -1.413
C 0.357 4.592 -0.792
C 1.686 5.296 -0.643
O -0.485 5.380 -1.640
H -0.491 2.832 -1.678
H 0.947 2.559 -0.660
H 1.130 3.214 -2.301
H -0.107 4.394 0.179
H 1.503 6.298 -0.248
H 2.100 5.542 -1.623
H 2.403 4.681 -0.100
H -0.753 6.156 -1.141
C 3.777 -0.780 1.935
O 2.476 -0.332 1.543
H 3.834 -1.843 2.179
H 4.540 -0.643 1.168
H 4.081 -0.141 2.767
H 1.932 -0.291 2.341
C -3.964 -0.584 2.969
O -2.985 -1.544 3.332
H -3.487 0.335 2.625
H -4.536 -0.983 2.127
H -4.637 -0.336 3.788
H -2.423 -1.661 2.545
C 4.153 1.648 -1.366
O 3.090 0.727 -1.291
H 3.862 2.637 -1.003
H 4.917 1.384 -0.627
H 4.565 1.617 -2.371
H 2.795 0.577 -0.389
C 3.141 -2.993 -0.577
O 3.438 -4.321 -0.132
H 2.886 -3.076 -1.635
H 2.244 -2.721 -0.022
H 3.987 -2.321 -0.446
H 3.756 -4.835 -0.877
C -0.100 -5.505 0.298
O -0.723 -4.821 1.375
H 0.865 -5.042 0.097
H -0.011 -6.568 0.524
H -0.691 -5.429 -0.615
H -1.456 -5.314 1.751
C -2.608 -4.275 -1.974
O -3.170 -4.364 -3.272
H -1.528 -4.183 -2.091
H -2.988 -3.424 -1.407
H -2.907 -5.099 -1.321
H -2.927 -5.231 -3.607
C 0.487 -1.104 4.334
O 0.949 0.145 3.819
H 1.029 -1.893 3.812
H 0.791 -1.205 5.378
H -0.582 -1.237 4.172
H 0.372 0.831 4.166

---

Relative stability in eV, measured from the most stable structure: *w* 0.000; *x* 0.296